[1]
{
  "formula": "C25H41B2N7O",
  "method": "wB97M-V/def2-TZVPD",
  "symbols": ["N", "C", "C", "C", "C", "C", "B", "B", "N", "O", "H", "H", "H", "H", "H", "H", "H", "H", "H", "H", "H", "H", "H", "H", "H", "H", "C", "C", "C", "N", "C", "H", "H", "H", "H", "H", "C", "C", "C", "N", "C", "H", "H", "H", "H", "H", "C", "C", "C", "N", "C", "H", "H", "H", "H", "H", "C", "C", "C", "N", "C", "H", "H", "H", "H", "H", "C", "C", "C", "N", "C", "H", "H", "H", "H", "H"],
  "positions_angstrom": [[4.289, -2.406, 2.696], [3.391, -2.066, 1.588], [2.789, -0.670, 1.772], [1.327, -0.687, 2.210], [0.791, 0.724, 2.445], [-0.560, 0.804, 3.203], [-1.509, -0.369, 2.803], [-2.795, -0.242, 1.635], [-3.924, -1.176, 1.537], [-2.708, 0.786, 0.721], [4.419, -3.408, 2.773], [3.866, -2.112, 3.570], [2.558, -2.779, 1.492], [3.955, -2.111, 0.654], [3.383, -0.124, 2.513], [2.854, -0.118, 0.828], [1.216, -1.295, 3.114], [0.746, -1.180, 1.418], [0.672, 1.214, 1.473], [1.552, 1.299, 2.982], [-1.002, 1.783, 3.004], [-0.349, 0.750, 4.279], [-1.286, -1.455, 3.270], [-3.996, -1.652, 2.434], [-3.714, -1.944, 0.899], [-2.855, 0.589, -0.207], [1.945, -0.751, -3.166], [1.209, -0.945, -1.963], [1.342, -2.265, -1.616], [2.127, -2.869, -2.555], [2.500, -1.958, -3.505], [2.056, 0.175, -3.704], [0.644, -0.203, -1.422], [0.938, -2.819, -0.786], [2.384, -3.840, -2.553], [3.126, -2.241, -4.334], [3.933, 4.497, 3.259], [2.902, 4.691, 2.298], [3.015, 3.688, 1.373], [4.068, 2.896, 1.738], [4.635, 3.382, 2.885], [4.134, 5.106, 4.125], [2.162, 5.473, 2.291], [2.432, 3.467, 0.495], [4.378, 2.081, 1.242], [5.482, 2.896, 3.337], [-6.331, 0.386, 4.396], [-7.241, 0.520, 5.480], [-7.862, -0.690, 5.643], [-7.361, -1.547, 4.703], [-6.428, -0.901, 3.938], [-5.684, 1.148, 3.994], [-7.422, 1.404, 6.069], [-8.614, -1.009, 6.345], [-7.639, -2.504, 4.587], [-5.915, -1.399, 3.135], [-2.577, -3.787, -4.862], [-3.261, -3.351, -3.696], [-2.396, -2.549, -2.996], [-1.223, -2.484, -3.691], [-1.323, -3.234, -4.828], [-2.962, -4.430, -5.636], [-4.270, -3.594, -3.406], [-2.522, -2.020, -2.067], [-0.409, -1.967, -3.398], [-0.498, -3.310, -5.517], [3.221, 4.074, -6.068], [1.847, 4.321, -6.340], [1.189, 3.125, -6.239], [2.112, 2.167, -5.917], [3.352, 2.736, -5.812], [4.019, 4.797, -6.061], [1.395, 5.269, -6.581], [0.150, 2.876, -6.367], [1.908, 1.193, -5.791], [4.218, 2.146, -5.564]],
  "total_charge": 0,
  "spin_multiplicity": 1,
  "homo_energy_ev": -8.234,
  "homo_lumo_gap_ev": 8.1,
  "total_energy_ha": -1485.42213,
  "largest_force_ev_per_a": 1.2
}

[2]
{
  "formula": "CH2ClOP",
  "method": "wB97M-V/def2-TZVPD",
  "symbols": ["C", "O", "P", "Cl", "H", "H"],
  "positions_angstrom": [[0.203, 0.316, 0.044], [3.722, 1.190, 0.647], [2.442, 1.810, 0.741], [1.195, 1.218, -1.151], [-0.776, 0.646, 0.026], [0.272, -0.876, 0.010]],
  "total_charge": 0,
  "spin_multiplicity": 1,
  "homo_energy_ev": [-8.123, -8.120],
  "homo_lumo_gap_ev": [7.5, 7.5],
  "total_energy_ha": -915.98102,
  "largest_force_ev_per_a": 4.2
}

[3]
{
  "formula": "C13H17N3O4S",
  "method": "wB97M-V/def2-TZVPD",
  "symbols": ["C", "C", "O", "N", "C", "C", "C", "C", "S", "O", "O", "N", "C", "C", "N", "C", "O", "C", "C", "C", "C", "H", "H", "H", "H", "H", "H", "H", "H", "H", "H", "H", "H", "H", "H", "H", "H", "H"],
  "positions_angstrom": [[-5.735, -0.241, -0.268], [-4.383, 0.381, 0.222], [-4.330, 0.972, 1.300], [-3.431, 0.314, -0.681], [-2.146, 0.581, -0.625], [-1.358, 0.574, -1.511], [-0.068, 0.893, -1.265], [0.459, 1.499, -0.334], [2.236, 1.652, -0.129], [2.790, 2.304, -1.246], [2.371, 2.684, 0.987], [2.838, 0.339, 0.501], [3.675, -0.550, -0.546], [3.173, -1.702, -0.812], [1.599, -1.761, -0.591], [0.830, -1.554, 0.296], [-0.454, -1.444, 0.479], [1.636, -1.250, 1.742], [2.735, -0.166, 1.662], [-0.426, 1.634, 0.772], [-1.663, 1.211, 0.733], [-6.552, 0.044, 0.406], [-6.048, 0.269, -1.445], [-5.607, -1.273, -0.301], [-3.702, -0.152, -1.546], [-1.694, 0.159, -2.530], [0.741, 0.999, -2.239], [3.527, 0.121, -1.448], [4.668, -0.478, -0.443], [3.478, -2.478, 0.135], [3.407, -2.132, -1.744], [1.042, -1.893, -1.468], [0.837, -1.160, 2.644], [2.157, -2.133, 1.654], [2.281, 0.456, 2.266], [3.638, -0.351, 2.083], [-0.087, 2.090, 1.694], [-2.434, 1.543, 1.596]],
  "total_charge": 0,
  "spin_multiplicity": 1,
  "homo_energy_ev": -8.876,
  "homo_lumo_gap_ev": 9.0,
  "total_energy_ha": -1368.56669,
  "largest_force_ev_per_a": 16.7
}

[4]
{
  "formula": "C45H59AsN3S2SbSi4Ti",
  "method": "wB97M-V/def2-TZVPD",
  "symbols": ["Ti", "S", "C", "C", "C", "C", "C", "C", "As", "C", "C", "C", "C", "C", "C", "C", "C", "C", "C", "C", "C", "H", "H", "H", "H", "H", "H", "H", "H", "H", "H", "H", "H", "H", "H", "N", "C", "C", "C", "C", "C", "C", "N", "C", "C", "C", "S", "C", "N", "H", "H", "H", "H", "H", "H", "H", "C", "Si", "C", "C", "Sb", "Si", "C", "C", "C", "Si", "C", "C", "C", "H", "H", "H", "H", "H", "H", "H", "H", "H", "H", "H", "H", "H", "H", "H", "H", "H", "H", "H", "H", "H", "H", "H", "H", "H", "H", "H", "C", "Si", "C", "C", "C", "C", "C", "C", "C", "H", "H", "H", "H", "H", "H", "H", "H", "H", "H", "H"],
  "positions_angstrom": [[1.097, -0.078, 0.690], [1.313, -2.049, 1.982], [-0.225, -2.547, 2.710], [-0.226, -3.768, 3.392], [-1.379, -4.255, 3.979], [-2.566, -3.537, 3.895], [-2.579, -2.329, 3.222], [-1.420, -1.819, 2.636], [-1.453, -0.153, 1.660], [-3.166, -0.260, 0.728], [-3.879, 0.905, 0.454], [-5.091, 0.842, -0.216], [-5.611, -0.385, -0.605], [-4.912, -1.549, -0.322], [-3.690, -1.487, 0.333], [-1.902, 1.247, 2.918], [-2.515, 1.009, 4.144], [-2.865, 2.077, 4.957], [-2.616, 3.380, 4.546], [-2.003, 3.619, 3.327], [-1.639, 2.552, 2.519], [0.696, -4.331, 3.453], [-1.353, -5.203, 4.499], [-3.471, -3.917, 4.347], [-3.508, -1.778, 3.132], [-3.507, 1.867, 0.789], [-5.641, 1.752, -0.418], [-6.565, -0.434, -1.112], [-5.318, -2.511, -0.608], [-3.158, -2.403, 0.561], [-2.702, -0.002, 4.479], [-3.331, 1.890, 5.915], [-2.889, 4.208, 5.187], [-1.777, 4.631, 3.015], [-1.122, 2.747, 1.584], [2.534, 3.134, -1.723], [1.227, 3.551, -1.934], [0.687, 4.625, -2.631], [-0.691, 4.724, -2.635], [-1.502, 3.790, -1.970], [-0.960, 2.728, -1.279], [0.427, 2.615, -1.268], [1.241, 1.665, -0.675], [2.481, 2.008, -0.974], [3.595, 1.196, -0.515], [4.938, 1.359, -0.662], [5.759, 0.023, 0.020], [4.272, -0.677, 0.459], [3.229, 0.037, 0.136], [3.367, 3.580, -2.068], [1.306, 5.347, -3.145], [-1.158, 5.543, -3.165], [-2.576, 3.911, -2.004], [-1.582, 2.001, -0.768], [5.476, 2.166, -1.129], [4.201, -1.611, 0.996], [-1.633, -4.370, -0.591], [0.010, -4.240, -1.481], [1.357, -4.938, -0.385], [-0.062, -5.187, -3.097], [0.509, -1.744, -1.905], [2.535, -1.971, -3.472], [3.765, -3.179, -2.732], [2.042, -2.552, -5.185], [3.376, -0.303, -3.665], [-1.146, -0.894, -3.683], [-2.669, -0.198, -2.855], [-1.697, -2.243, -4.861], [-0.249, 0.470, -4.615], [-1.862, -5.427, -0.437], [-2.451, -3.929, -1.163], [-1.588, -3.895, 0.392], [1.055, -5.939, -0.067], [1.499, -4.327, 0.507], [2.314, -5.028, -0.899], [-0.324, -6.226, -2.888], [0.901, -5.190, -3.610], [-0.809, -4.784, -3.781], [3.413, -4.209, -2.807], [3.963, -2.970, -1.680], [4.710, -3.113, -3.276], [1.507, -3.502, -5.171], [2.950, -2.690, -5.778], [1.421, -1.821, -5.703], [3.888, -0.008, -2.752], [2.678, 0.489, -3.941], [4.129, -0.378, -4.454], [-3.252, -0.987, -2.383], [-3.301, 0.278, -3.609], [-2.440, 0.544, -2.090], [-2.367, -2.943, -4.360], [-0.877, -2.810, -5.296], [-2.259, -1.781, -5.677], [0.145, 1.232, -3.939], [-0.952, 0.962, -5.292], [0.573, 0.083, -5.217], [1.154, 0.535, 4.504], [1.815, 1.289, 2.901], [3.705, 1.131, 3.081], [1.507, 3.165, 3.012], [1.540, 4.007, 1.899], [1.326, 5.374, 2.003], [1.080, 5.942, 3.245], [1.056, 5.131, 4.370], [1.264, 3.764, 4.250], [1.340, -0.540, 4.498], [0.086, 0.695, 4.653], [1.679, 0.956, 5.364], [4.011, 1.618, 4.010], [4.252, 1.615, 2.268], [4.014, 0.084, 3.143], [1.721, 3.588, 0.919], [1.346, 5.996, 1.116], [0.915, 7.007, 3.335], [0.869, 5.564, 5.345], [1.217, 3.154, 5.144]],
  "total_charge": 1,
  "spin_multiplicity": 2,
  "homo_energy_ev": [-9.373, -9.335],
  "homo_lumo_gap_ev": [6.4, 6.4],
  "total_energy_ha": -7194.30157,
  "largest_force_ev_per_a": 0.3
}

[5]
{
  "formula": "C8H15BrN3O",
  "method": "wB97M-V/def2-TZVPD",
  "symbols": ["H", "N", "C", "Br", "N", "C", "C", "C", "C", "C", "N", "O", "C", "C", "H", "H", "H", "H", "H", "H", "H", "H", "H", "H", "H", "H", "H", "H"],
  "positions_angstrom": [[0.452, -2.760, -0.168], [0.665, -1.804, -0.301], [1.418, -1.416, 0.583], [2.153, -2.437, 2.196], [1.756, 0.012, 0.703], [1.460, 0.757, -0.545], [0.283, 1.686, -0.346], [-0.901, 1.126, 0.417], [-1.661, -0.061, -0.274], [-1.576, -0.382, -1.542], [-2.234, -1.541, -2.109], [-0.766, 0.271, -2.396], [-0.399, 0.517, 1.753], [1.103, 0.669, 1.931], [2.693, -0.038, 0.954], [1.274, -0.018, -1.308], [2.365, 1.248, -0.860], [0.551, 2.562, 0.149], [-0.048, 2.085, -1.345], [-1.648, 1.943, 0.468], [-2.150, -0.637, 0.414], [-2.406, -2.322, -1.485], [-3.007, -1.309, -2.697], [-0.666, -0.077, -3.251], [-0.620, -0.655, 1.729], [-1.029, 0.907, 2.676], [1.527, 1.637, 1.910], [1.413, 0.038, 2.746]],
  "total_charge": 1,
  "spin_multiplicity": 1,
  "homo_energy_ev": -11.569,
  "homo_lumo_gap_ev": 8.0,
  "total_energy_ha": -3127.03317,
  "largest_force_ev_per_a": 3.8
}

[6]
{
  "formula": "C13H17ClN2V",
  "method": "wB97M-V/def2-TZVPD",
  "symbols": ["C", "C", "H", "H", "H", "H", "H", "H", "C", "C", "C", "C", "H", "H", "H", "H", "N", "C", "C", "N", "C", "C", "C", "H", "H", "C", "H", "H", "V", "C", "H", "H", "H", "Cl"],
  "positions_angstrom": [[2.753, -0.823, 0.209], [0.516, -3.196, 0.895], [3.096, -0.427, -0.753], [3.188, -1.844, 0.402], [3.137, -0.161, 0.989], [0.738, -3.927, 0.111], [1.324, -3.319, 1.629], [-0.390, -3.583, 1.357], [2.118, 1.705, -0.158], [2.163, 2.979, -0.719], [0.972, 3.551, -1.135], [-0.202, 2.845, -0.934], [3.104, 1.346, 0.153], [3.151, 3.417, -0.816], [0.977, 4.533, -1.612], [-1.164, 3.238, -1.236], [1.017, 0.945, -0.064], [-0.164, 1.553, -0.353], [-1.370, 0.808, 0.017], [-1.185, -0.415, 0.566], [-2.239, -1.059, 1.086], [-3.758, 0.666, 0.301], [-3.558, -0.558, 0.965], [-2.034, -1.995, 1.617], [-4.381, -1.141, 1.363], [-2.657, 1.366, -0.172], [-2.725, 2.312, -0.700], [-4.752, 1.076, 0.145], [0.952, -1.235, 0.508], [0.216, -1.858, -1.323], [-0.130, -0.979, -1.893], [-0.621, -2.570, -1.228], [1.009, -2.355, -1.905], [0.901, -0.893, 2.690]],
  "total_charge": 2,
  "spin_multiplicity": 2,
  "homo_energy_ev": [-16.384, -16.382],
  "homo_lumo_gap_ev": [7.7, 4.4],
  "total_energy_ha": -2018.50077,
  "largest_force_ev_per_a": 2.8
}